Model 1:
A gas-phase ion, C7H10Cl2NO (charge +1). Source: the OMol25 dataset; level of theory: wB97M-V/def2-TZVPD.

Geometry as XYZ:
```
21
C7H10Cl2NO | the OMol25 dataset | wB97M-V/def2-TZVPD
Cl -2.875 -0.240 -0.464
Cl 1.028 1.929 -1.299
O -0.416 -0.522 -1.613
N -0.162 -0.176 -0.229
C -1.468 0.437 0.255
C 1.008 0.624 0.029
C -0.302 1.839 1.818
C 0.887 1.445 1.341
C -0.088 -1.671 0.734
C 0.602 -1.173 -2.390
C -1.489 1.352 1.217
H 0.419 -1.411 1.563
H 2.008 0.337 0.137
H -2.551 1.553 1.427
H 0.499 -0.905 -3.419
H 1.847 1.535 1.945
H -1.084 -2.067 0.596
H 0.482 -2.162 -2.352
H -0.552 2.496 2.639
H 1.574 -0.765 -2.175
H 0.632 -2.455 0.240
```

For the orbital gap, the calculation gives 8.699 eV. For the lowest unoccupied orbital energy, the calculation gives -4.5 eV. As for the SMILES: CO[N@+]1(C)C(Cl)=CC=C[C@@H]1Cl. As for the total charge: +1.


Model 2:
2 unconnected molecules or ions with the total composition C7H10Cl2NO. Source: the OMol25 dataset; level of theory: wB97M-V/def2-TZVPD.

Geometry as XYZ:
```
21
C7H10Cl2NO | the OMol25 dataset | wB97M-V/def2-TZVPD
Cl 1.580 -1.864 -1.764
Cl -2.514 -0.829 -0.609
O 0.145 0.416 -1.724
N -0.024 -0.103 -0.514
C 0.399 -2.142 0.696
C -0.299 -1.632 1.825
C 1.494 1.106 0.704
C 0.506 -1.403 -0.470
C -0.842 -0.454 1.616
C -0.405 1.661 -2.064
C -1.129 0.087 0.264
H 0.132 1.784 -2.977
H 1.613 2.045 0.327
H -1.366 1.745 -2.328
H -0.095 2.262 -1.230
H 0.799 1.114 1.426
H 0.844 -3.058 0.754
H -1.334 -0.037 2.382
H 2.217 0.362 0.617
H -1.677 1.009 0.228
H -0.046 -2.067 2.840
```

For the orbital gap (alpha / beta), the calculation gives 7.580 / 6.523 eV. For the lowest unoccupied orbital energy (alpha / beta), the calculation gives -5.4 / -6.5 eV. As for the total charge: +1.


Name the least stable of them. model 2.


Model 1:
A molecular structure, C13H30N4OTi. Source: the OMol25 dataset; level of theory: wB97M-V/def2-TZVPD.

Geometry as XYZ:
```
49
C13H30N4OTi | the OMol25 dataset | wB97M-V/def2-TZVPD
Ti 0.103 -0.020 1.095
O -0.341 -0.022 2.926
N 0.097 -2.079 0.668
N -0.064 2.041 0.710
N 1.936 -0.125 -0.021
N -1.698 0.062 -0.046
C 2.233 1.671 1.725
C 2.482 -1.501 0.326
C 1.489 -2.311 1.181
C 0.504 -0.209 5.126
C -1.489 2.351 1.065
C -0.586 0.051 4.172
C 1.036 2.637 1.565
C -1.033 -2.801 1.361
C -2.540 -1.206 -0.024
C -2.431 1.322 0.384
C -1.939 0.383 4.615
C 2.765 1.066 0.417
C -2.355 -2.017 1.254
H 1.023 -1.131 4.855
H -3.175 -2.731 1.324
H -3.222 1.029 1.071
H 2.025 0.858 2.442
H 1.232 0.607 5.027
H 3.030 2.227 2.220
H -3.582 -0.920 -0.156
H 1.520 -2.015 2.234
H -1.757 3.364 0.770
H -1.458 0.207 -1.026
H -2.302 -0.476 5.199
H 3.803 0.758 0.518
H 2.730 1.811 -0.378
H -2.487 -1.350 2.111
H -1.876 1.194 5.352
H -1.572 2.296 2.148
H 0.161 -0.250 6.156
H -1.133 -3.786 0.907
H 0.083 -2.364 -0.308
H 0.613 2.896 2.534
H -2.261 -1.777 -0.909
H 1.869 -0.085 -1.033
H 3.429 -1.400 0.852
H -0.749 -2.951 2.400
H 1.757 -3.367 1.142
H 0.095 2.350 -0.246
H 1.382 3.562 1.107
H -2.623 0.618 3.807
H 2.684 -2.035 -0.601
H -2.911 1.761 -0.488
```

Its multiplicity is 2. For the orbital gap (alpha / beta), the calculation gives 8.340 / 10.321 eV. For the lowest unoccupied orbital energy (alpha / beta), the calculation gives -10.9 / -10.8 eV. As for the total charge: +3.


Model 2:
A molecular structure, C13H30N4OTi. Source: the OMol25 dataset; level of theory: wB97M-V/def2-TZVPD.

Geometry as XYZ:
```
49
C13H30N4OTi | the OMol25 dataset | wB97M-V/def2-TZVPD
Ti -0.012 -0.038 -0.554
O -0.037 -1.834 -0.756
N -2.038 0.094 -0.784
N -0.105 1.987 -0.947
N 0.125 -0.257 1.470
N 2.030 0.032 -0.667
C -0.879 0.543 2.205
C -2.490 1.450 -1.186
C 2.665 1.253 -1.240
C -1.481 2.473 -0.670
C 0.866 2.878 -0.260
C -0.019 -3.105 -0.789
C 1.528 0.120 1.789
C -2.352 0.299 1.774
C 2.358 2.543 -0.485
C -2.646 -0.447 0.465
C -1.175 -3.869 -1.306
C 2.492 -0.364 0.692
C 1.152 -3.847 -0.250
H 1.844 -0.304 2.750
H 2.331 1.333 -2.286
H -2.548 1.500 -2.282
H 2.322 -0.717 -1.303
H 0.641 2.837 0.810
H -3.740 -0.462 0.363
H 2.869 2.531 0.479
H 0.999 -4.920 -0.314
H -1.664 3.451 -1.129
H -1.589 2.599 0.410
H 3.494 0.031 0.905
H 1.580 1.211 1.883
H 1.322 -3.590 0.799
H 0.043 2.132 -1.960
H -0.009 -1.240 1.752
H -1.010 -4.939 -1.231
H 3.757 1.136 -1.267
H -1.374 -3.632 -2.355
H -0.623 1.604 2.075
H -2.862 1.263 1.771
H -3.491 1.681 -0.799
H -2.314 -1.491 0.557
H -2.851 -0.288 2.551
H 2.067 -3.613 -0.798
H -2.086 -3.623 -0.752
H 2.821 3.355 -1.050
H 0.692 3.914 -0.572
H 2.566 -1.459 0.728
H -2.356 -0.548 -1.520
H -0.809 0.336 3.282
```

Its multiplicity is 2. For the orbital gap (alpha / beta), the calculation gives 7.971 / 10.001 eV. For the lowest unoccupied orbital energy (alpha / beta), the calculation gives -11.2 / -11.1 eV. As for the total charge: +3.


Name the least stable of them. model 2.


Model 1:
A single C2H4Si molecule. Source: the OMol25 dataset; level of theory: wB97M-V/def2-TZVPD.

Geometry as XYZ:
```
7
C2H4Si | the OMol25 dataset | wB97M-V/def2-TZVPD
Si 0.161 -0.061 0.965
C -0.252 0.356 -1.954
C -0.021 0.255 -0.769
H 1.060 -1.154 1.264
H 0.636 0.906 1.960
H -0.549 0.391 -2.963
H -1.035 -0.693 1.497
```

For the orbital gap, the calculation gives 11.652 eV. For the lowest unoccupied orbital energy, the calculation gives 1.0 eV. As for the SMILES: C#C[SiH3]. As for the total charge: 0.


Model 2:
A single C2H4Si molecule. Source: the OMol25 dataset; level of theory: wB97M-V/def2-TZVPD.

Geometry as XYZ:
```
7
C2H4Si | the OMol25 dataset | wB97M-V/def2-TZVPD
Si -0.011 0.566 0.110
C 1.430 -0.461 -0.053
C -1.492 -0.403 -0.097
H 0.314 1.888 -0.146
H 1.691 -0.653 -1.152
H 0.754 -1.505 -0.040
H -1.200 -1.348 0.424
```

For the orbital gap (alpha / beta), the calculation gives 7.223 / 7.331 eV. For the lowest unoccupied orbital energy (alpha / beta), the calculation gives -2.1 / -2.1 eV. As for the total charge: 0.


Name the least stable of them. model 2.


Model 1:
2 unconnected molecules or ions with the total composition C4H8N3S. Source: the OMol25 dataset; level of theory: wB97M-V/def2-TZVPD.

Geometry as XYZ:
```
16
C4H8N3S | the OMol25 dataset | wB97M-V/def2-TZVPD
S 1.068 0.251 1.844
N 0.360 -2.439 1.720
N -0.327 -1.000 -0.490
N 0.093 -0.183 -1.154
C 0.165 -1.167 1.553
C 0.532 0.750 -1.823
C -0.660 -0.192 2.182
C -0.180 2.035 -2.257
H -0.423 1.929 -3.357
H -1.499 0.437 1.606
H -1.173 1.989 -1.879
H 1.250 -2.763 1.549
H 1.553 0.783 -2.349
H -0.454 -3.017 1.514
H -0.799 -0.198 3.248
H 0.493 2.785 -1.907
```

Its multiplicity is 3. For the orbital gap (alpha / beta), the calculation gives 5.857 / 8.060 eV. For the lowest unoccupied orbital energy (alpha / beta), the calculation gives -4.5 / -6.2 eV. As for the total charge: +1.


Model 2:
2 unconnected molecules or ions with the total composition C4H8N3S. Source: the OMol25 dataset; level of theory: wB97M-V/def2-TZVPD.

Geometry as XYZ:
```
16
C4H8N3S | the OMol25 dataset | wB97M-V/def2-TZVPD
S -0.477 1.335 3.146
N 1.434 0.825 1.211
N -1.891 0.648 0.382
N -0.984 0.632 -0.521
C 0.674 0.989 2.119
C 2.689 0.677 0.667
C -0.521 1.837 -1.044
C 2.848 0.234 -0.530
H 3.908 0.092 -0.754
H 3.313 1.263 1.298
H -0.553 1.626 -2.123
H -2.520 1.547 0.642
H 2.121 -0.114 -1.245
H -2.169 -0.196 0.786
H 0.510 1.999 -0.835
H -1.066 2.778 -0.867
```

Its multiplicity is 3. For the orbital gap (alpha / beta), the calculation gives 5.523 / 4.425 eV. For the lowest unoccupied orbital energy (alpha / beta), the calculation gives -4.8 / -8.7 eV. As for the total charge: +1.


Name the least stable of them. model 1.


Model 1:
2 unconnected molecules or ions with the total composition C2H11N2. Source: the OMol25 dataset; level of theory: wB97M-V/def2-TZVPD.

Geometry as XYZ:
```
15
C2H11N2 | the OMol25 dataset | wB97M-V/def2-TZVPD
N -0.232 0.508 1.106
N -0.386 1.640 -1.534
C 0.702 -0.602 0.795
C -0.023 -1.760 0.106
H -1.253 2.064 -1.855
H -1.105 0.200 1.510
H 0.328 2.316 -1.794
H -0.316 1.116 0.247
H 1.538 -0.206 0.218
H 0.694 -2.586 0.068
H -0.165 -1.611 -0.966
H -0.850 -2.068 0.744
H 1.127 -1.035 1.701
H 0.161 1.185 1.771
H -0.220 0.841 -2.118
```

For the orbital gap, the calculation gives 12.330 eV. For the lowest unoccupied orbital energy, the calculation gives -3.2 eV. As for the total charge: +1.


Model 2:
2 unconnected molecules or ions with the total composition C2H11N2. Source: the OMol25 dataset; level of theory: wB97M-V/def2-TZVPD.

Geometry as XYZ:
```
15
C2H11N2 | the OMol25 dataset | wB97M-V/def2-TZVPD
N -0.528 -0.700 0.902
N 0.564 2.300 0.945
C -0.002 -1.311 -0.365
C -0.077 -0.666 -1.695
H -0.282 -1.353 1.734
H 0.712 0.144 -1.824
H -0.115 -1.354 -2.667
H -1.031 -0.016 -1.907
H -1.536 -0.636 0.871
H 1.533 2.241 1.360
H 0.029 3.063 1.406
H 0.528 2.483 -0.009
H -0.542 -2.332 -0.398
H -0.089 0.191 1.083
H 1.009 -1.771 -0.217
```

For the orbital gap, the calculation gives 11.026 eV. For the lowest unoccupied orbital energy, the calculation gives -3.5 eV. As for the total charge: +1.


Model 3:
2 unconnected molecules or ions with the total composition C2H11N2. Source: the OMol25 dataset; level of theory: wB97M-V/def2-TZVPD.

Geometry as XYZ:
```
15
C2H11N2 | the OMol25 dataset | wB97M-V/def2-TZVPD
N 0.322 -0.349 -0.439
N -0.245 1.865 1.178
C -0.648 -0.546 -1.622
C 0.580 -1.300 0.628
H -1.664 -0.439 -1.270
H -0.698 2.779 0.959
H -0.427 -1.635 -1.815
H 1.167 -2.106 0.193
H -0.897 1.729 1.959
H -0.154 0.037 -2.394
H 0.107 0.584 0.027
H 1.135 -0.833 1.451
H 0.594 2.258 1.621
H 1.225 -0.136 -0.859
H -0.380 -1.625 1.055
```

For the orbital gap, the calculation gives 12.781 eV. For the lowest unoccupied orbital energy, the calculation gives -3.2 eV. As for the total charge: +1.


Name the least stable of them. model 2.


Model 1:
A single C4H7N2P molecule. Source: the OMol25 dataset; level of theory: wB97M-V/def2-TZVPD.

Geometry as XYZ:
```
14
C4H7N2P | the OMol25 dataset | wB97M-V/def2-TZVPD
P 0.184 -0.847 -2.363
N -1.266 0.647 -0.170
N -1.357 -0.379 -2.219
C 0.327 0.308 1.797
C -0.776 0.435 0.930
C 1.559 -0.104 0.951
C -1.893 0.429 -1.308
H 1.987 0.668 0.324
H -2.631 1.131 -1.590
H 2.278 -0.483 1.538
H 0.196 -0.338 2.639
H 1.091 -0.972 0.385
H -0.323 -1.891 -3.076
H 0.625 1.396 2.163
```

For the orbital gap (alpha / beta), the calculation gives 6.663 / 6.615 eV. For the lowest unoccupied orbital energy (alpha / beta), the calculation gives -0.1 / -0.1 eV. As for the total charge: 0.


Model 2:
A single C4H7N2P molecule. Source: the OMol25 dataset; level of theory: wB97M-V/def2-TZVPD.

Geometry as XYZ:
```
14
C4H7N2P | the OMol25 dataset | wB97M-V/def2-TZVPD
P -0.642 0.860 -2.290
N 0.083 0.651 1.495
N -0.223 -1.171 0.361
C -0.320 -0.325 2.344
C 0.844 0.823 -0.787
C -0.654 -1.450 1.597
C 0.216 0.077 0.324
H -0.382 -0.172 3.483
H 0.180 0.479 -3.331
H -0.545 2.196 -2.695
H -0.205 -1.814 -0.374
H 1.697 0.382 -1.491
H -1.304 -2.241 1.728
H 1.255 1.706 -0.365
```

For the orbital gap, the calculation gives 9.086 eV. For the lowest unoccupied orbital energy, the calculation gives 0.8 eV. As for the SMILES: PCc1ncc[nH]1. As for the total charge: 0.


Model 3:
A single C4H7N2P molecule. Source: the OMol25 dataset; level of theory: wB97M-V/def2-TZVPD.

Geometry as XYZ:
```
14
C4H7N2P | the OMol25 dataset | wB97M-V/def2-TZVPD
P -1.492 -0.043 0.622
N -0.347 -1.346 0.483
N -1.871 0.224 -0.997
C 1.616 -0.138 0.014
C 0.937 -1.298 0.064
C 1.032 1.101 0.452
C -0.276 1.303 0.644
H 2.564 -0.205 -0.359
H -1.298 0.821 -1.585
H -0.513 -2.249 0.892
H -0.606 2.229 0.941
H 1.308 -2.173 -0.217
H 1.529 2.069 0.459
H -2.582 -0.294 -1.415
```

For the orbital gap, the calculation gives 8.834 eV. For the lowest unoccupied orbital energy, the calculation gives 1.0 eV. As for the SMILES: NP1C=CC=CN1. As for the total charge: 0.


Name the least stable of them. model 1.


Model 1:
A molecular structure, C3H7N2O2. Source: the OMol25 dataset; level of theory: wB97M-V/def2-TZVPD.

Geometry as XYZ:
```
14
C3H7N2O2 | the OMol25 dataset | wB97M-V/def2-TZVPD
O -0.893 0.319 -1.091
O -0.096 0.271 -4.155
N -1.044 0.514 1.894
N -0.009 -0.168 -0.331
C 1.188 -0.460 -0.796
C 1.424 -0.432 -2.260
C 0.418 -0.052 -3.055
H -0.447 0.070 0.934
H 1.960 -0.959 -0.135
H -1.856 0.974 1.405
H -0.968 -0.133 -4.574
H -1.437 -0.307 2.491
H -0.531 1.150 2.372
H 2.220 -1.116 -2.500
```

For the orbital gap, the calculation gives 8.387 eV. For the lowest unoccupied orbital energy, the calculation gives -4.4 eV. As for the total charge: +1.


Model 2:
A gas-phase ion, C3H7N2O2 (charge +1). Source: the OMol25 dataset; level of theory: wB97M-V/def2-TZVPD.

Geometry as XYZ:
```
14
C3H7N2O2 | the OMol25 dataset | wB97M-V/def2-TZVPD
O 0.975 1.132 -1.610
O -2.068 0.125 1.512
N -0.492 0.971 0.097
N 0.726 -1.055 -0.655
C -0.796 0.351 1.419
C 0.825 0.357 -0.457
C 0.150 -1.783 0.261
H 0.131 -2.937 0.237
H -1.264 0.925 -0.499
H -0.343 1.877 0.395
H 1.278 -1.271 -1.400
H 1.751 1.195 -2.141
H 1.473 0.380 0.489
H -2.347 -0.266 2.352
```

For the orbital gap, the calculation gives 9.056 eV. For the lowest unoccupied orbital energy, the calculation gives -3.7 eV. As for the total charge: +1.


Name the least stable of them. model 2.